No. 1
{"formula": "C25H38Br10N2O4S", "method": "ωB97M-V/def2-TZVPD", "fmax_ev_per_a": 6.234, "charge": 0, "energy_ha": -27523.95589, "multiplicity": 1, "homo_ev": -8.310, "e_lumo_ev": -1.2, "species": ["C", "C", "O", "O", "C", "C", "C", "C", "C", "C", "C", "C", "C", "C", "O", "C", "N", "S", "N", "C", "C", "O", "H", "H", "H", "H", "H", "H", "H", "H", "H", "H", "H", "H", "H", "H", "H", "H", "H", "H", "Br", "C", "C", "Br", "H", "H", "H", "H", "Br", "C", "C", "Br", "H", "H", "H", "H", "Br", "C", "C", "Br", "H", "H", "H", "H", "Br", "C", "C", "Br", "H", "H", "H", "H", "Br", "C", "C", "Br", "H", "H", "H", "H"], "coordinates": [[3.731, -2.079, 3.096], [3.223, -2.515, 1.616], [2.856, -3.702, 1.403], [3.263, -1.501, 0.613], [1.962, -1.331, -0.023], [1.236, -0.091, 0.708], [0.341, -0.554, 1.999], [-1.166, -0.108, 1.667], [-2.241, -0.434, 2.820], [-3.568, -0.975, 2.052], [-3.733, -2.536, 1.964], [-4.960, -3.125, 1.202], [-5.056, -4.713, 1.099], [-6.076, -5.371, 2.178], [-6.289, -6.613, 2.185], [-5.985, -2.099, 0.611], [-7.205, -2.420, -0.091], [-7.970, -0.929, -0.509], [-6.897, 0.303, 0.078], [-5.849, -0.506, 0.686], [-4.556, 0.051, 1.428], [-4.256, 1.446, 1.556], [4.534, -2.850, 3.377], [2.836, -2.088, 3.807], [4.189, -1.023, 3.095], [1.314, -2.272, -0.049], [2.158, -1.039, -1.123], [0.505, 0.364, -0.083], [1.968, 0.757, 0.966], [0.762, -0.081, 2.969], [0.476, -1.692, 2.135], [-1.123, 1.019, 1.406], [-1.498, -0.704, 0.730], [-1.889, -1.180, 3.612], [-2.536, 0.539, 3.368], [-2.965, -3.236, 2.449], [-4.012, -5.136, 1.381], [-5.258, -5.109, 0.036], [-6.573, -4.698, 2.961], [-4.888, 1.873, 2.182], [-7.134, 3.662, 1.036], [-6.193, 4.693, -0.324], [-4.732, 4.317, -0.381], [-3.741, 5.106, 1.101], [-6.361, 5.746, -0.099], [-6.690, 4.443, -1.264], [-4.267, 4.722, -1.282], [-4.561, 3.240, -0.341], [-2.322, 1.223, -1.989], [-1.391, 2.265, -3.351], [0.075, 1.913, -3.403], [1.047, 2.724, -1.920], [-1.576, 3.315, -3.130], [-1.881, 2.004, -4.292], [0.536, 2.323, -4.303], [0.265, 0.841, -3.359], [6.672, 4.038, 1.313], [5.663, 3.669, -0.314], [4.382, 4.465, -0.357], [3.032, 3.695, 0.818], [5.504, 2.591, -0.353], [6.326, 3.963, -1.131], [3.943, 4.430, -1.357], [4.510, 5.505, -0.057], [6.275, -5.514, 4.239], [7.503, -4.896, 2.857], [8.600, -4.039, 3.441], [7.952, -2.251, 3.860], [6.903, -4.381, 2.107], [7.920, -5.806, 2.420], [9.398, -3.889, 2.711], [9.024, -4.446, 4.358], [-0.020, 1.329, -7.181], [1.620, 2.039, -7.961], [2.749, 2.035, -6.960], [2.564, 3.493, -5.679], [1.386, 3.032, -8.344], [1.846, 1.375, -8.797], [3.703, 2.214, -7.458], [2.812, 1.111, -6.384]], "atomic_forces_ev_per_a": [[0.3073, 0.1874, -1.2759], [-0.2837, -2.4521, 0.3167], [1.1272, 4.7568, 0.4704], [-1.0764, -2.1749, 1.7878], [-0.6316, 1.7121, -0.9822], [-0.9270, -0.3381, -0.5252], [0.6765, 0.3327, -0.5155], [0.6033, -0.5900, 0.2577], [-1.3793, 0.7297, -0.9003], [-1.8070, 0.5229, -0.6622], [-4.1008, 1.4202, -2.6362], [2.4670, 2.4107, 1.4568], [0.1309, 0.3326, 0.5597], [-0.0242, -3.1726, -0.8213], [0.7761, 4.6084, -0.0271], [-1.4994, 1.2030, -0.8924], [2.5452, 3.2150, 1.5696], [2.9591, -0.7114, 1.5163], [2.1230, -5.7054, 1.3440], [0.8243, 0.2614, 0.3638], [0.7315, -3.2795, 0.9168], [-0.9484, -2.1797, 0.1502], [-1.3796, 1.1581, -0.1375], [1.3070, -0.2274, -1.0597], [-0.7313, -1.6749, -0.1236], [1.0835, 1.1706, 0.3749], [-0.1061, -0.4665, 1.7614], [1.2219, -0.7872, 1.4144], [-0.8814, -1.5251, -0.4350], [-0.8832, -0.5703, -1.5587], [-0.5442, 1.6250, -0.2282], [-0.3860, -1.8811, 0.4329], [0.6668, 1.1484, 1.3761], [-0.4365, 0.8571, -1.3480], [0.5272, -1.5747, -0.8427], [-1.2907, 1.2711, -0.8717], [-1.7076, 0.7291, -0.3868], [-0.0222, 0.7267, 1.7330], [0.6644, -0.5854, -0.9893], [0.3631, -0.4675, -0.7219], [-0.0163, 0.1866, 0.0550], [-0.1211, -0.1924, -0.0852], [0.1527, 0.1412, -0.0822], [-0.0294, -0.1306, -0.0227], [0.1167, -0.1518, -0.0002], [0.1192, -0.0084, 0.0983], [-0.1108, -0.0187, 0.0839], [-0.0893, 0.1401, 0.0472], [-0.0164, 0.1113, 0.0743], [-0.1585, -0.2687, -0.1170], [0.1405, 0.2704, -0.0497], [-0.0334, -0.1212, -0.0598], [0.1390, -0.1428, -0.0004], [0.1296, 0.0261, 0.0817], [-0.1524, -0.0571, 0.1083], [-0.1456, 0.1373, 0.0172], [-0.0597, -0.0991, -0.0468], [0.2610, 0.1657, -0.0102], [-0.2196, -0.1446, -0.1400], [0.0917, 0.1463, 0.0738], [-0.0856, 0.1760, 0.0229], [-0.1384, -0.0011, 0.0737], [0.0788, -0.0459, 0.0861], [0.0695, -0.1938, -0.0040], [-0.0003, 0.1024, -0.1064], [0.0174, -0.3052, 0.1176], [0.0619, 0.2002, -0.1828], [0.0156, -0.0612, 0.0612], [0.1349, 0.0095, 0.1312], [-0.0010, 0.1403, 0.0579], [-0.1227, -0.0576, 0.0484], [-0.1512, -0.0076, -0.1469], [0.0168, 0.0957, -0.0403], [-0.0662, -0.2647, -0.0895], [0.1779, 0.2236, -0.0334], [0.0636, -0.0663, -0.0288], [0.0885, -0.1123, 0.1352], [0.0215, 0.0723, 0.1340], [-0.1432, -0.0283, 0.0063], [-0.0942, 0.1188, -0.1292]]}

No. 2
{"formula": "C15H23AlBO6", "method": "ωB97M-V/def2-TZVPD", "fmax_ev_per_a": 4.970, "charge": -1, "energy_ha": -1304.08971, "multiplicity": 1, "homo_ev": -4.729, "e_lumo_ev": 2.5, "species": ["C", "C", "O", "B", "O", "C", "O", "C", "O", "C", "C", "C", "C", "C", "C", "O", "Al", "C", "C", "C", "O", "C", "C", "H", "H", "H", "H", "H", "H", "H", "H", "H", "H", "H", "H", "H", "H", "H", "H", "H", "H", "H", "H", "H", "H", "H"], "coordinates": [[-0.476, 4.155, 2.540], [-0.877, 2.638, 2.176], [-0.781, 2.335, 0.754], [0.517, 1.734, 0.450], [1.638, 2.207, 1.230], [0.531, 0.605, -0.714], [1.745, 0.277, -1.432], [2.742, -0.292, -0.605], [3.638, 0.438, -0.082], [2.903, -1.860, -0.309], [1.848, -2.750, 0.376], [2.125, -4.259, 0.561], [3.460, -4.892, 0.092], [4.542, -3.993, -0.552], [4.274, -2.477, -0.771], [-0.349, -0.483, -0.296], [-2.114, -0.300, -0.857], [-2.921, -1.604, -2.204], [-3.557, 0.340, 0.435], [-3.910, -0.713, 1.633], [-1.772, 1.261, -1.881], [-0.331, 1.365, -1.905], [0.309, 2.777, -2.393], [-0.307, 4.262, 3.680], [0.553, 4.397, 2.068], [-1.217, 4.935, 2.163], [-0.338, 1.862, 2.839], [-1.999, 2.531, 2.445], [1.733, 1.576, 1.981], [0.864, -2.322, 0.749], [1.291, -4.879, 1.052], [3.630, -6.016, 0.230], [5.563, -4.395, -0.892], [5.075, -1.833, -1.258], [-2.903, -1.123, -3.254], [-4.045, -1.758, -1.960], [-2.420, -2.639, -2.229], [-4.544, 0.445, -0.168], [-3.370, 1.389, 0.873], [-4.256, -0.090, 2.541], [-2.974, -1.325, 1.859], [-4.808, -1.382, 1.348], [-0.062, 0.672, -2.802], [0.103, 2.866, -3.513], [-0.185, 3.612, -1.782], [1.435, 2.708, -2.217]], "atomic_forces_ev_per_a": [[1.3437, -0.3501, 0.0003], [-1.4973, 0.9045, 0.7564], [2.8132, -1.1971, 0.9896], [-0.5140, 0.9428, 1.0351], [-1.4576, -1.4771, -0.0848], [-4.1471, 1.5214, -0.4837], [1.0860, -1.9647, 2.3693], [2.7629, 1.7308, 2.0331], [-3.4013, -2.7444, -2.3658], [0.6045, -2.8396, -0.3590], [3.0177, -1.5036, -1.2000], [2.3053, 2.0462, -1.3913], [-0.7510, 3.3870, -0.2846], [-2.8776, 1.8204, 0.7747], [-2.7384, -2.4273, 1.8216], [1.3117, 0.8264, -0.5369], [-0.2490, 1.9304, -1.2004], [-0.6322, -0.7528, -0.3222], [-1.3206, -0.2937, 0.7024], [-0.4050, 1.0628, -0.2771], [2.4798, -0.2650, 1.6261], [0.1936, -1.1506, -3.2881], [-0.8363, -0.8753, 0.8556], [-0.5704, -0.1672, -1.7462], [-1.6885, -0.4502, 0.6616], [0.8075, -1.2647, 0.5461], [-0.5732, 1.3225, -1.0760], [1.7336, 0.0082, -0.5302], [0.3558, 0.6622, -0.7784], [1.4727, -0.4285, -0.8207], [1.6294, 0.9479, -0.8841], [-0.2220, 1.9465, -0.2497], [-1.8827, 0.5079, 0.6375], [-1.3704, -0.9031, 0.7993], [0.1884, -0.8078, 1.5484], [1.7058, 0.0981, -0.3204], [-0.7932, 1.3619, -0.2210], [1.5640, -0.0210, 0.7125], [-0.0962, -1.5930, -0.6193], [0.6794, -1.2788, -1.0295], [-1.4592, 0.5961, 0.1232], [1.6503, 0.8208, 0.4143], [0.1464, 0.7758, 1.2805], [0.2148, 0.1471, 1.6566], [0.8615, -0.9305, -1.0388], [-1.4449, 0.3187, -0.2360]]}

Which formula does entry 2 have?
C15H23AlBO6